Entry from the OMol25 dataset: 15 unconnected molecules or ions with the total composition C90H223N13O6 at a distorted geometry (the ωB97M-V functional and the def2-TZVPD basis).

Kohn-Sham gap = 0.3128 Ha
E_tot = -128592.662 eV

The geometry in ORCA input format:
```
! wB97M-V def2-TZVPD RIJCOSX def2/J DEFGRID3
* xyz 0 1
H -3.338 -3.152 3.891
H 3.607 6.213 -1.672
O 2.649 -6.145 -5.829
H -2.653 6.442 7.278
C 1.864 -2.749 -3.672
H 5.018 1.145 -6.706
H -4.709 -0.910 -2.395
H 0.728 -5.406 2.313
C -2.807 1.442 4.763
C 0.712 5.384 -1.646
H 6.266 1.819 -2.089
H -1.675 -0.712 -7.187
H 5.695 -10.174 -8.391
H 1.579 0.921 -4.453
C -7.070 -0.992 -5.618
H 4.193 -0.783 0.386
H 0.059 4.963 3.183
H -2.738 2.453 5.167
C 4.501 0.157 6.245
H -4.998 -0.405 2.036
H -2.183 -0.023 -3.268
H 1.570 -4.046 3.048
H -1.555 1.704 -0.313
H -8.808 2.176 1.571
H 3.506 -3.272 1.328
N -4.325 4.691 -3.114
H -3.498 4.776 -5.909
H 1.311 -2.092 -0.524
N -5.762 -0.251 -5.634
C 5.802 -2.791 4.562
H 7.988 -2.591 4.456
H -1.503 4.129 3.241
H -6.597 2.349 -5.120
C -0.167 -1.142 5.194
H 2.771 0.542 -2.460
C -6.029 -8.309 0.120
C -7.291 -1.654 -6.982
C -5.331 -0.014 -4.225
C 1.118 -0.453 4.917
H 1.217 -0.305 3.842
H -2.249 -0.912 -0.952
H 6.187 1.271 -5.447
H -2.365 7.522 -3.436
H 1.288 1.289 -2.025
H 1.652 2.750 4.234
H 4.966 3.152 -5.243
H 2.586 -2.507 -2.891
C 2.576 3.003 3.713
H -6.230 -2.358 0.021
C -1.140 0.994 0.403
C 7.989 0.391 1.932
C 1.076 -5.796 4.365
H -1.167 4.248 -6.817
H 5.286 -4.978 6.308
H -0.297 3.795 -5.313
H -2.118 1.332 -2.319
O 1.848 -4.101 -4.045
H 7.169 -1.434 5.505
H 1.327 6.236 4.221
C 0.470 2.951 -7.269
H 5.220 1.985 7.298
C 4.141 3.106 -4.531
C 2.774 -7.505 -6.278
H -2.298 -0.290 -5.630
H -4.480 6.709 -2.687
N -7.467 -0.921 0.993
H -5.044 2.865 -0.195
H 2.382 4.249 0.301
H -5.970 0.767 -3.813
H -4.844 5.229 -1.138
H 6.236 -9.374 -6.886
H 5.565 3.301 -1.562
C -2.327 -2.816 4.120
H -6.081 -1.744 -3.140
N 6.057 1.193 0.521
H 3.811 -0.168 2.000
H -2.592 -6.668 -1.505
H 2.712 -8.237 -5.473
H -0.239 -1.185 6.280
H -0.828 0.370 -8.873
H -1.833 -3.550 4.757
H -2.198 5.519 5.050
O -7.089 -7.493 0.654
C -0.987 7.529 6.293
H 5.230 -0.491 6.731
H 8.708 1.190 1.753
C -1.285 -0.594 -1.349
H -9.559 -3.550 1.703
C 0.901 6.980 4.895
H -4.460 6.337 -4.409
H -3.921 -5.805 -2.204
C -4.970 3.043 -1.268
C -1.535 0.433 -2.520
H 7.268 3.342 -1.979
C -1.370 5.946 4.484
H -1.302 1.903 -5.638
C 6.515 0.760 1.832
H -9.081 1.117 0.326
C 4.597 1.367 0.582
H 0.115 5.026 1.009
C 4.910 1.612 6.322
H -3.367 -1.004 4.261
H 1.676 0.480 -7.264
C 5.704 -9.240 -7.828
H -0.011 -4.298 -4.925
C -0.909 1.149 -6.320
H -6.604 0.992 1.159
H 3.637 1.255 4.067
H 4.085 5.130 -5.248
H -0.461 7.599 7.245
H -7.062 -1.760 -4.845
C 2.002 7.201 5.996
H 4.424 3.271 -3.492
H -2.530 3.681 -3.719
H -4.392 -1.899 -3.857
O -2.790 -3.649 -1.917
H 1.971 -1.087 5.156
H 5.122 -2.714 1.642
C 4.498 -4.276 3.012
H -5.993 3.031 -1.643
H 6.197 1.411 2.646
H -9.574 0.643 1.978
C -3.855 3.848 -5.461
H 2.073 -2.185 -4.581
C -2.557 6.451 -3.371
N -0.454 1.845 -7.546
H -2.711 8.187 7.340
H -3.258 3.034 -5.869
H 0.749 -0.940 -7.512
C -8.193 -1.838 1.852
H -2.013 5.904 -4.140
C 0.963 -6.205 6.652
H 0.360 3.465 -0.672
H -1.056 4.216 -1.049
H 5.656 -1.901 3.950
H 2.180 6.373 6.682
C 2.206 1.465 -2.586
C -0.192 4.078 -6.360
H -0.229 -2.920 -0.636
H -3.742 1.015 5.125
C -5.111 -7.606 -0.856
H 6.336 -8.540 -8.374
C -6.845 1.897 -6.080
H 0.864 3.422 -8.169
C -0.290 1.629 1.504
H 3.673 -0.172 -4.701
H 0.525 -6.053 -6.216
C 4.193 -7.575 -6.940
C -2.904 -4.600 -0.836
H 4.764 0.805 -3.710
H -0.894 8.475 5.758
H -1.598 -3.254 -3.548
H -1.911 -4.606 -0.387
C -8.790 1.104 1.376
N 5.768 -4.028 3.771
H 3.670 -4.500 3.685
H 4.715 2.668 3.813
H 2.668 -2.529 7.394
H -2.917 0.467 -7.089
C -6.205 -1.371 0.483
C 1.901 -3.303 7.360
H 3.307 3.514 8.180
C 0.407 6.028 0.695
H -5.955 0.522 -7.438
H -4.898 3.758 -5.767
C -1.919 -4.084 -2.920
C 4.209 -3.051 2.132
C -8.721 -3.124 1.152
H 0.963 -6.460 -4.642
C 4.167 3.919 6.156
H 2.979 7.320 5.526
H -1.010 -4.394 -2.405
H 3.790 -2.244 2.733
H -1.497 6.879 1.387
H -0.170 -4.252 3.276
C 3.643 5.269 -1.129
N -0.396 -0.100 -0.230
H -1.161 -1.438 1.172
H 1.156 -3.701 -5.981
H 0.239 -6.963 6.355
N 3.894 2.494 5.760
H -0.694 1.442 5.085
H 1.427 2.663 -4.270
C 0.453 -2.428 0.058
C 2.023 -4.051 5.995
H -5.346 -2.119 2.364
H -6.053 -6.960 2.357
H -6.812 2.720 -6.794
C 0.780 -4.780 3.204
N 3.379 1.874 -4.787
C -5.118 -1.274 -3.337
H 1.590 5.212 -2.270
H 2.101 -3.382 5.138
H 4.946 -7.469 -6.160
H -7.870 1.536 -6.156
H 0.007 3.484 -2.392
H -3.600 -4.161 -0.122
N 1.053 -5.119 5.669
H 1.205 0.467 5.496
H -0.652 0.847 -3.006
H 0.570 -0.925 1.435
H 0.222 -6.463 4.247
H -0.935 -1.536 -1.772
H 8.193 0.040 2.943
H -5.489 -8.691 0.987
H 0.927 -2.832 7.488
H 5.169 4.207 5.840
C -7.409 0.412 1.610
C 6.749 2.338 -0.055
H 3.515 0.035 6.694
H 0.429 4.975 -6.348
H -0.455 4.004 4.610
H -9.089 -1.290 2.144
C 3.374 4.340 -5.005
C -3.592 3.720 -3.962
H -9.098 -2.816 0.177
H 4.484 -5.221 2.469
H 2.770 0.174 0.687
H -2.247 -4.949 -3.497
C 3.827 0.082 0.939
C 2.351 -6.863 6.927
H 6.648 3.210 0.593
H 2.092 -3.929 8.232
C 6.490 2.726 -1.528
C 4.278 0.734 -4.683
C -2.006 0.137 -6.589
H 1.861 -0.428 -8.791
N -1.388 -0.525 4.653
H -4.386 0.515 -4.346
H 2.654 4.714 -4.278
H 8.272 -0.459 1.310
H 4.250 1.734 -0.384
H 6.246 -6.043 3.528
H 2.672 2.250 -1.991
H 6.018 -0.180 2.074
H -1.704 6.607 3.685
C 5.317 0.693 -5.760
C -0.064 4.068 -1.475
C 0.051 0.924 -8.545
C -0.858 6.873 0.504
H 5.842 1.655 5.760
H 0.737 7.910 4.352
H -0.660 2.568 1.917
N 1.321 5.922 -0.428
H -6.527 -9.165 -0.335
H -7.566 -6.034 1.917
C -1.559 0.805 5.271
H -4.191 -1.768 1.134
H 7.425 -3.067 6.029
H 3.048 -4.421 5.956
C 5.465 -5.733 5.542
H 4.343 -6.761 -7.649
H 2.277 -7.598 7.728
H -7.999 -3.930 1.018
H -3.914 2.709 -3.711
H -1.737 0.682 6.339
H 2.008 -6.343 4.222
H 2.581 4.090 3.784
H 4.439 -6.052 5.362
H 4.981 3.940 8.225
H -7.495 -2.016 2.670
C -6.662 -6.529 1.563
H 0.017 -2.179 4.912
C -4.011 6.086 -3.448
H 4.941 -2.797 5.229
H 0.742 1.768 1.181
H 0.882 -2.439 -3.316
H -8.085 -2.381 -6.812
H 7.308 -5.118 4.530
C 1.051 -4.396 -5.148
H -5.938 -0.828 -0.423
H 0.552 -5.865 7.602
H -0.060 0.731 -5.779
H 3.500 4.668 5.727
C 6.254 -5.268 4.295
H -1.439 6.628 -0.385
H -6.415 -2.200 -7.332
C -2.494 -1.408 4.774
H -7.932 -0.373 -5.369
H 3.806 5.221 7.914
C -4.363 4.413 -1.676
H 1.994 -7.693 -7.015
H -0.309 0.984 2.383
H 3.444 4.493 -1.868
C -5.109 -1.392 1.587
H 2.629 -7.425 6.035
H 0.740 -3.212 0.758
H 2.840 4.045 -5.908
H 0.309 1.532 -9.411
H 2.347 2.740 2.681
O -4.258 -6.563 -0.298
H 4.668 5.150 -0.776
C 1.310 -5.861 -5.485
H 1.872 8.176 6.467
H -0.445 7.860 0.298
H -5.779 -7.183 -1.607
C 4.043 4.175 7.722
H -1.754 -2.732 3.197
N -0.384 6.515 5.440
H -4.567 -8.401 -1.367
C 2.604 5.277 0.017
H 4.278 2.194 1.218
H 1.434 2.666 -6.848
H -3.140 7.377 5.876
C 3.816 2.303 4.308
H -3.349 4.398 -1.275
H -2.016 0.599 0.918
H 5.623 -0.325 -6.003
H 4.466 -0.240 5.231
H 3.094 -6.118 7.214
C -3.403 -5.982 -1.262
H -4.489 2.151 -1.670
H -7.628 -0.951 -7.744
H -4.778 1.346 -6.363
C 2.069 1.809 -4.052
C -0.776 4.691 3.828
H 5.970 -6.565 6.033
H -6.108 -5.774 1.004
H 0.115 6.194 -2.063
C -5.776 0.913 -6.436
H 1.011 6.391 1.527
C -0.203 -1.190 0.714
C 1.152 -0.076 -8.041
O 4.387 -8.795 -7.695
H -2.215 6.073 -2.407
C 7.163 -2.467 5.157
H -2.776 -1.549 5.817
H 2.982 5.855 0.860
H 7.810 2.096 -0.005
H -2.843 1.561 3.681
C -2.435 7.344 6.707
H -7.169 0.293 2.666
*
```

=====

Entry from the OMol25 dataset: a molecular structure, C44H43AsI3N4OPRhS at a distorted geometry (the ωB97M-V functional and the def2-TZVPD basis).

Kohn-Sham gap = 0.1995 Ha
E_tot = -162600.120 eV

The geometry in ORCA input format:
```
! wB97M-V def2-TZVPD RIJCOSX def2/J DEFGRID3
* xyz 1 1
H -0.579 -0.756 -5.322
C 4.701 2.284 2.360
C 2.134 2.258 -3.261
H -1.055 -0.607 4.789
C -4.350 4.549 -1.192
H -0.592 4.779 -1.985
H -0.262 5.154 -0.242
H 3.257 3.002 5.345
H -2.250 4.805 -0.899
H 1.760 2.644 -6.596
C 3.774 1.837 0.101
I 0.315 3.236 4.183
P 0.550 -0.129 -0.639
C -0.072 2.612 -3.772
H -0.196 -2.889 -1.857
S -1.788 2.335 0.677
C 3.349 2.829 4.285
C -1.414 -0.691 1.426
H 2.013 -1.887 -1.643
N -3.084 4.257 -0.757
H 4.167 2.164 -2.594
C -2.019 0.181 -1.876
C 1.374 -4.263 1.478
C -0.108 -0.409 1.050
H 5.672 2.034 1.957
H -4.560 -6.263 1.646
C 2.323 2.654 2.059
H 3.129 0.801 -2.118
C -3.594 -5.994 1.246
H 3.109 3.470 -0.926
C -0.192 -0.573 -3.234
H -2.767 -0.949 3.052
H -5.795 1.674 1.099
C -2.314 -0.102 -4.243
As 0.716 -4.727 -0.316
H -2.192 -3.868 -0.968
H -2.409 0.494 -0.921
C 2.729 -4.401 1.763
C 1.507 2.585 -5.550
N 0.870 2.378 -2.866
H 1.304 -0.250 4.127
C -0.992 -0.504 -4.356
H -0.538 -3.702 2.274
O 1.249 2.767 1.390
I 6.302 2.508 4.937
C 1.014 -3.472 3.723
H 3.520 2.256 -4.900
H -2.933 -0.026 -5.124
C -3.096 3.101 -0.059
H -4.098 1.200 1.359
H -4.563 5.422 -1.770
C -4.840 1.480 0.612
H 1.893 -0.076 1.753
C -3.488 -4.995 0.296
H -0.564 -2.562 -0.153
H -3.858 0.541 -2.908
H 0.337 -3.137 4.494
H 1.940 -1.960 0.121
H -0.607 2.890 -5.826
C -1.212 -6.281 1.185
H 2.753 -3.329 4.965
C -0.780 -0.583 3.745
H -2.178 -0.847 0.679
C 4.587 2.554 3.717
C 0.523 -3.798 2.472
C 0.865 -0.267 2.039
C 3.599 2.307 1.525
C -1.090 -5.249 0.258
C 0.101 4.678 -1.151
C -2.451 -6.651 1.677
H 3.395 -4.792 1.000
Rh 0.496 2.369 -0.533
C 0.227 -2.850 -0.850
C -2.825 0.233 -3.001
H -4.972 0.659 -0.094
H -2.530 -7.451 2.397
I 1.853 5.759 -1.734
C 3.167 1.896 -2.226
H 4.835 1.956 -0.159
H 0.845 -0.867 -3.334
C 0.193 2.716 -5.125
C -2.248 -4.634 -0.205
H -1.081 2.703 -3.392
C -0.695 -0.239 -1.974
C 0.536 -0.361 3.375
N -4.378 2.665 -0.053
H -4.375 -4.492 -0.062
C 2.368 -3.590 3.990
H 4.279 -4.175 3.222
H -6.205 3.402 -0.886
C 3.226 -4.059 3.009
H 3.545 0.761 0.073
C 1.343 -1.830 -0.785
N 2.921 2.464 -0.904
C -1.743 -0.765 2.769
C 2.254 2.877 3.464
H -0.318 -6.791 1.531
C 2.490 2.361 -4.602
C -5.153 3.552 -0.756
*
```

=====

Entry from the OMol25 dataset: C6H10O2 in the gas phase at a distorted geometry (the ωB97M-V functional and the def2-TZVPD basis).

SMILES string = C[C@]12C[C@]1(O)CCO2
Kohn-Sham gap = 0.3547 Ha
Energy relative to the best compared isomer or geometry (same formula, charge and spin) = 689.9 kJ/mol
E_tot = -10472.020 eV

The geometry in ORCA input format:
```
! wB97M-V def2-TZVPD RIJCOSX def2/J DEFGRID3
* xyz 0 1
H -1.479 1.196 1.016
H -1.784 -0.594 -0.819
C 0.101 -1.929 -0.402
C -0.480 0.759 1.245
C 0.264 -0.527 -0.702
O 1.235 0.601 -0.612
H 1.569 1.994 0.789
C -0.060 -0.773 0.744
O 1.255 -1.051 1.336
H -0.829 -2.082 -0.814
H -0.031 0.859 2.383
H 0.890 -2.692 -0.317
H 1.677 -0.122 1.046
H -0.156 2.338 -0.188
C -1.014 -0.095 -1.359
H -0.730 -0.567 -2.279
H -1.048 1.094 -1.397
C 0.620 1.592 0.329
*
```

=====

Entry from the OMol25 dataset: 2 unconnected molecules or ions with the total composition C3H6INO2S at a distorted geometry (the ωB97M-V functional and the def2-TZVPD basis).

SMILES string = CS(=O)(=O)I.CC#N
Kohn-Sham gap = 0.3449 Ha
Energy relative to the best compared isomer or geometry (same formula, charge and spin) = 0.0 kJ/mol
E_tot = -27727.795 eV

The geometry in ORCA input format:
```
! wB97M-V def2-TZVPD RIJCOSX def2/J DEFGRID3
* xyz 0 1
C 1.819 -1.221 -0.275
H -0.116 1.996 -1.194
H 2.321 -0.807 1.703
H -1.665 1.890 -1.826
H -0.553 0.590 -1.955
I -2.557 -1.175 0.161
N 1.684 -0.899 -1.367
H 0.626 -1.488 1.483
C -0.925 1.398 -1.331
H 2.141 -2.625 1.403
O -2.590 1.867 0.557
O -0.390 0.982 1.197
C 1.698 -1.533 1.125
S -1.493 1.025 0.318
*
```

=====

- Which of these has the lowest E_tot?
  C44H43AsI3N4OPRhS